w | 18
Properties=species:S:1:pos:R:3 method="wB97M-V/def2-TZVPD" charge=-1 homo_energy_ha=-0.1394
H -0.286 2.103 1.621
C 0.816 -0.825 -2.398
H 1.528 0.872 2.444
H -1.870 -0.463 1.725
H 1.120 -0.524 1.335
H -0.854 -0.053 3.122
H -2.017 1.068 2.718
C 1.115 0.554 1.485
H 1.707 1.099 0.747
H 1.627 -0.391 -2.976
C -1.357 0.346 2.228
C -0.498 -1.157 -3.196
O -0.544 -2.350 -3.597
O -1.304 -0.227 -3.329
H -0.667 0.947 0.303
H 1.200 -1.797 -2.072
H 0.616 -0.253 -1.491
C -0.332 1.051 1.330



x | 18
Properties=species:S:1:pos:R:3 method="wB97M-V/def2-TZVPD" charge=-1 homo_energy_ha=-0.1426
H -1.932 -0.987 1.077
H -0.179 -1.223 -0.654
O -0.023 1.163 1.569
O 0.561 -1.028 1.767
H 1.224 1.729 -3.508
H -1.643 -1.291 2.768
H 1.410 1.033 -1.239
H 1.374 -1.386 -1.199
C -1.707 -0.493 2.030
H -0.137 -1.375 -2.294
H -0.372 1.057 -1.301
H 1.056 0.026 -3.831
C 0.527 0.609 -1.725
C 0.450 -0.899 -1.492
C -0.227 -0.048 1.799
H -0.406 0.907 -3.601
H -2.308 0.338 2.385
C 0.628 0.848 -3.243



Stability, lowest: x